(1)
Here is a 3-piece molecular cluster, C14H14BrCl5NO3PS overall at a distorted geometry from the OMol25 dataset. Energies are from the ωB97M-V functional and the def2-TZVPD basis.

Structure (XYZ):
```
40
Properties=species:S:1:pos:R:3:lowdin_charge:R:1
O 3.9702 -2.3979 2.5047 -0.025
C 2.8121 -2.8228 2.2801 -0.697
Br 2.3964 -3.7018 0.5330 0.692
C 1.5838 -2.6985 3.3095 -0.129
C 0.2814 -2.2821 2.4657 -0.154
C 0.0685 -0.8536 1.8324 -0.293
P 1.4028 0.4718 2.1166 0.382
S 1.6091 1.6516 0.5513 0.090
C -1.1717 -0.4646 0.9867 -0.032
C -2.2951 -1.5433 0.7633 0.041
C -2.1300 -2.9543 1.3697 -0.020
C -0.8500 -3.3050 2.2350 -0.009
C -1.0477 -4.8056 2.7211 -0.420
O -0.3195 -5.5742 3.3793 0.071
N -2.4120 -5.1991 2.2706 -0.317
Cl -3.3265 -4.7798 3.7199 0.753
C -3.0521 -4.2511 1.3127 -0.420
O -4.1030 -4.4939 0.6845 0.083
H 1.4458 -3.7144 3.8128 0.127
H 1.7661 -1.9227 4.1344 0.132
H 0.9542 1.2286 3.2723 -0.009
H 2.6555 -0.1305 2.4990 -0.018
H -1.2453 0.5907 0.5403 0.079
H -3.2452 -1.3227 0.1701 0.115
Cl 1.7075 3.1925 -1.8384 0.458
C 2.2935 4.8024 -1.3549 -0.642
C 1.2992 5.8965 -1.6868 -0.659
Cl 1.1424 6.1526 -3.4432 0.530
H 3.2557 4.9725 -1.8413 0.071
H 2.4600 4.7668 -0.2757 0.068
H 1.6330 6.8435 -1.2576 0.071
H 0.3081 5.6727 -1.2877 0.072
Cl -1.2698 0.8466 -2.6078 0.531
C -1.4254 0.9114 -4.3810 -0.659
C -0.9450 2.2321 -4.9483 -0.662
Cl -2.0179 3.5836 -4.5054 0.531
H -2.4690 0.7196 -4.6367 0.068
H -0.8219 0.0940 -4.7814 0.073
H -0.9308 2.1835 -6.0390 0.073
H 0.0630 2.4738 -4.6052 0.054
```

Computed properties:
* largest force on an atom: 5.72 eV Å⁻¹
* HOMO: -9.0 eV
* energy: -6436.65963 Ha
* SMILES: O=C(Br)Cc1c([PH2]=S)ccc2c1C(=O)N(Cl)C2=O.ClCCCl.ClCCCl
* 2S+1: 1

---

(2)
Here is C14H14BrInNO2 as an isolated structure at a distorted geometry from the OMol25 dataset. Energies are from the ωB97M-V functional and the def2-TZVPD basis.

Structure (XYZ):
```
33
Properties=species:S:1:pos:R:3:lowdin_charge:R:1
C -0.7692 -3.9463 -0.3749 -0.184
C -0.8920 -3.7265 1.0469 -0.213
C 0.2935 -3.0296 1.5026 -0.208
C 1.1606 -2.8386 0.3491 -0.208
C 0.4995 -3.4119 -0.8057 -0.182
In -0.7156 -1.3837 0.0663 0.833
N -1.7776 -0.9326 -1.7236 -0.166
C -3.0082 -0.8893 -1.0673 -0.541
C -2.9499 -1.2519 0.4067 -0.190
H 0.5183 -2.7295 2.5372 0.097
H -1.7605 -3.9814 1.6742 0.096
H 2.1541 -2.3724 0.3667 0.080
H 0.8891 -3.4044 -1.8351 0.101
H -1.5371 -4.3964 -1.0255 0.101
H -3.4672 -2.1748 0.7129 0.026
H -3.3824 0.1310 -1.1366 0.073
H -1.6341 -0.8889 -2.7418 0.019
H -3.0205 -0.4353 1.1411 0.012
H -3.6767 -1.5926 -1.5568 0.073
Br 3.2489 0.5430 -0.3060 0.843
C 2.4559 2.2195 -0.0248 -0.580
C 3.3350 3.3200 0.0229 -0.150
C 2.8582 4.6232 0.2337 -0.102
C 1.4844 4.8307 0.3996 -0.094
C 0.6070 3.7415 0.3532 -0.021
C 1.0517 2.4258 0.1411 -0.135
C 0.0150 1.3541 0.1494 -0.566
O -1.1752 1.6078 0.3665 0.038
O 0.5908 0.1866 -0.0922 -0.245
H 4.4084 3.1706 -0.1030 0.085
H 3.5547 5.4642 0.2685 0.096
H 1.1004 5.8437 0.5652 0.097
H -0.4593 3.9246 0.4895 0.117
```

Computed properties:
* charge: -1
* largest force on an atom: 3.62 eV Å⁻¹
* HOMO: -3.2 eV
* energy: -3511.23096 Ha
* 2S+1: 1

---

(3)
Here is C14H14Cl2CoN4O5S2 as an isolated structure from the OMol25 dataset. Energies are from the ωB97M-V functional and the def2-TZVPD basis.

Structure (XYZ):
```
42
Properties=species:S:1:pos:R:3:lowdin_spin:R:1
Co 0.8567 1.1892 -0.4088 0.990
Cl 5.9654 -1.5604 -2.5827 0.000
C 4.5396 -0.4765 -2.6388 0.000
Cl 4.9710 1.1148 -3.2895 0.000
H 4.1756 -0.3396 -1.6301 0.000
H 3.7936 -0.9156 -3.2931 0.000
S 0.0728 2.4313 1.3451 -0.021
C 1.1599 1.5033 2.3057 0.000
S 2.1914 0.5148 1.3444 -0.021
C 1.1722 1.5197 3.6974 0.001
C 2.0689 0.7135 4.4503 0.000
N 2.7860 0.0743 5.0912 0.000
C 0.2581 2.3162 4.4394 0.000
N -0.4817 2.9428 5.0671 0.000
O 0.1064 0.4494 -6.3297 0.002
C 0.2951 0.6388 -5.1480 0.001
C -0.4677 1.6175 -4.2720 0.000
O -1.3524 2.3649 -4.6472 0.000
C 0.0883 1.4402 -2.9262 -0.001
C 1.1251 0.4805 -2.9478 0.000
O 1.7491 0.1851 -1.8621 0.002
C 1.3109 -0.0659 -4.2787 0.001
O 2.1026 -0.9278 -4.6493 0.001
O -0.2366 2.0115 -1.8358 0.001
C -3.7395 -0.4736 1.7676 0.000
C -2.3523 -1.0314 1.4616 0.001
C -2.4614 -2.4945 1.0415 0.001
C -1.4717 -0.8942 2.7102 0.000
N -1.8607 -0.2429 0.3203 0.002
N -0.5266 -0.5373 -0.0885 0.037
H -4.2014 -1.0245 2.5895 0.000
H -4.3777 -0.5438 0.8856 0.000
H -3.6691 0.5760 2.0621 0.000
H -2.8816 -3.0929 1.8530 0.000
H -1.4812 -2.9081 0.7967 0.001
H -3.1024 -2.5872 0.1627 0.000
H -1.9100 -1.4477 3.5445 0.000
H -1.3820 0.1538 3.0002 0.000
H -0.4627 -1.2858 2.5603 0.000
H -1.8380 0.7355 0.5984 0.001
H -0.5502 -1.1328 -0.9070 0.001
H 0.0178 -0.9908 0.6406 0.000
```

Computed properties:
* charge: -2
* largest force on an atom: 0.09 eV Å⁻¹
* HOMO (spin up / spin down): -2.2 / -2.2 eV
* energy: -4236.77386 Ha
* energy relative to the best compared isomer or geometry (same formula, charge and spin): 0.000 eV
* 2S+1: 2

---

(4)
Here is C14H14ClN3O2 in the gas phase from the OMol25 dataset. Energies are from the ωB97M-V functional and the def2-TZVPD basis.

Structure (XYZ):
```
34
Properties=species:S:1:pos:R:3:lowdin_charge:R:1
O -0.5299 -2.6382 1.7611 0.131
C 0.0904 -2.1037 0.8866 -0.404
N -0.4141 -1.8047 -0.3704 0.072
C 0.5362 -1.3283 -1.2414 -0.376
O 0.3204 -0.9080 -2.3489 0.116
C 1.8864 -1.4974 -0.5594 -0.149
C 1.5085 -1.5632 0.9207 -0.149
H 2.1796 -2.1915 1.5066 0.162
C 1.3945 -0.1698 1.5653 -0.115
C 2.5200 0.7342 1.1785 -0.105
C 3.1714 0.5998 0.0362 -0.674
C 2.9253 -0.4577 -0.9884 -0.153
H 3.8778 -0.9428 -1.2160 0.118
H 2.5776 0.0108 -1.9156 0.122
Cl 4.4530 1.6927 -0.3839 0.669
H 2.7593 1.5341 1.8615 0.106
H 1.3566 -0.2806 2.6495 0.130
H 0.4504 0.2953 1.2591 0.104
H 2.2394 -2.4871 -0.8744 0.166
C -1.8456 -1.8288 -0.6717 -0.119
N -2.2961 -0.6200 -1.2820 0.050
C -2.2309 0.5617 -0.5788 -0.324
N -1.9738 0.4860 0.7232 0.118
C -1.9826 1.6048 1.4335 -0.150
C -2.2236 2.8526 0.8945 -0.080
C -2.4694 2.9344 -0.4734 -0.074
C -2.4754 1.7816 -1.2259 -0.010
H -2.6599 1.8003 -2.2888 0.109
H -2.6518 3.8916 -0.9401 0.106
H -2.2143 3.7347 1.5140 0.096
H -1.7744 1.4747 2.4880 0.109
H -2.0945 -0.5350 -2.2687 0.127
H -2.0628 -2.6662 -1.3416 0.142
H -2.3476 -1.9662 0.2913 0.130
```

Computed properties:
* largest force on an atom: 0.57 eV Å⁻¹
* HOMO: -8.6 eV
* energy: -1316.88716 Ha
* SMILES: O=C1[C@H]2CC(Cl)=CC[C@H]2C(=O)N1CNc1ccccn1
* energy relative to the best compared isomer or geometry (same formula, charge and spin): 0.000 eV
* 2S+1: 1

---

(5)
Here is a 2-piece molecular cluster, C14H14F2NO7S2 overall at a distorted geometry from the OMol25 dataset. Energies are from the ωB97M-V functional and the def2-TZVPD basis.

Structure (XYZ):
```
40
Properties=species:S:1:pos:R:3:lowdin_charge:R:1
C -0.5236 -5.1487 -0.5267 -0.039
C 0.6813 -4.1715 -0.3499 -0.314
F 1.8284 -4.9490 -0.6397 -0.055
C 0.6400 -2.9760 -1.3621 -0.082
N 0.2278 -1.7169 -0.7171 -0.075
C -0.7787 -1.8008 0.1842 -0.082
C -1.2602 -0.7296 0.8788 0.006
C -0.6540 0.5948 0.6906 -0.098
C -1.1046 1.6977 1.4166 -0.216
C -2.2183 1.6172 2.4740 -0.192
S -1.6704 2.3690 4.0452 0.685
O -1.0425 1.3354 4.8381 -0.368
O -2.8552 2.8913 4.6899 -0.374
C -0.5299 2.9771 1.1932 -0.046
C 0.5151 3.0787 0.2666 -0.047
C 0.9894 1.9707 -0.4462 -0.014
C 0.4188 0.6836 -0.2897 -0.103
C 0.8379 -0.4816 -1.0133 -0.175
S 2.0980 -0.3620 -2.2524 0.687
O 3.3579 -0.6207 -1.6274 -0.252
O 2.0239 0.8724 -2.9495 -0.233
F 1.7781 -1.4595 -3.4100 -0.192
H -0.1676 -6.1914 -0.5620 0.082
H -1.0595 -4.9487 -1.4708 0.076
H -1.2196 -4.9907 0.3136 0.071
H 0.7970 -3.8349 0.6909 0.144
H -0.0728 -3.2032 -2.1704 0.131
H 1.6823 -2.9217 -1.7143 0.116
H -1.2882 -2.7452 0.3935 0.119
H -2.0834 -0.8725 1.5794 0.095
H -2.4418 0.5770 2.7619 0.085
H -3.1641 2.0651 2.1275 0.116
H -0.7159 3.3201 3.8098 0.079
H -0.8592 3.8877 1.7051 0.105
H 0.9778 4.0545 0.0997 0.105
H 1.8274 2.1662 -1.1171 0.094
C 1.2973 4.4881 -2.8613 -0.975
O 2.2990 4.3562 -2.1316 0.028
O 1.3321 4.5895 -4.1240 0.057
O 0.0999 4.5321 -2.4232 0.052
```

Computed properties:
* charge: -1
* largest force on an atom: 3.13 eV Å⁻¹
* HOMO: -2.9 eV
* energy: -2119.26863 Ha
* 2S+1: 1

---

(6)
Here is C14H14F3IN2NiO2 as an isolated structure at a distorted geometry from the OMol25 dataset. Energies are from the ωB97M-V functional and the def2-TZVPD basis.

Structure (XYZ):
```
37
Properties=species:S:1:pos:R:3:lowdin_spin:R:1
C 1.5438 -2.9812 -1.7638 -0.174
C -1.6244 -1.7366 -2.7425 0.291
H 1.4768 -2.8189 -2.8663 -0.009
H 1.2257 -4.0198 -1.5488 -0.008
H 2.6125 -2.8581 -1.5564 -0.005
H -2.1287 -0.8611 -3.1794 0.018
H -1.0810 -2.2054 -3.5804 0.029
H -2.3388 -2.4732 -2.3652 0.018
C 2.9084 -0.7033 -0.3911 0.002
C 3.8185 0.2076 0.1525 0.000
C 3.3792 1.5106 0.4058 0.001
C 2.0458 1.8130 0.1388 0.000
H 3.1919 -1.7509 -0.4423 0.001
H 4.8309 -0.1255 0.3856 0.000
H 4.0303 2.2792 0.8301 0.000
H 1.5983 2.7542 0.4473 0.000
N 1.6962 -0.3607 -0.8317 0.017
C 1.2195 0.8664 -0.4972 0.003
C -0.2128 1.1223 -0.6742 0.011
N -0.9956 0.0724 -1.0049 0.146
C -2.3126 0.1477 -0.7991 0.013
C -2.1735 2.5032 -0.3440 0.001
C -2.9483 1.3526 -0.4997 0.003
H -2.8888 -0.7762 -0.8831 0.001
H -4.0310 1.3780 -0.4070 0.001
C -0.7907 2.3775 -0.4039 0.006
H -0.1319 3.2213 -0.2218 0.001
H -2.6221 3.4791 -0.1437 0.000
Ni 0.0375 -1.7420 -1.7744 1.028
I -0.1435 -2.4683 0.5263 0.562
F -0.3012 -0.2945 4.8945 0.001
C -1.3623 0.3635 4.3498 0.004
F -2.4972 -0.2433 4.7789 0.001
F -1.3589 1.6436 4.8443 0.000
C -1.2487 0.4242 2.7011 0.008
O -2.3172 0.1653 2.1503 0.010
O -0.1061 0.7369 2.3155 0.021
```

Computed properties:
* largest force on an atom: 3.82 eV Å⁻¹
* HOMO (spin up / spin down): -8.3 / -8.2 eV
* energy: -2907.29624 Ha
* 2S+1: 3

---

Copy entry 3 word for word.
Here is C14H14Cl2CoN4O5S2 as an isolated structure from the OMol25 dataset. Energies are from the ωB97M-V functional and the def2-TZVPD basis.

Structure (XYZ):
```
42
Properties=species:S:1:pos:R:3:lowdin_spin:R:1
Co 0.8567 1.1892 -0.4088 0.990
Cl 5.9654 -1.5604 -2.5827 0.000
C 4.5396 -0.4765 -2.6388 0.000
Cl 4.9710 1.1148 -3.2895 0.000
H 4.1756 -0.3396 -1.6301 0.000
H 3.7936 -0.9156 -3.2931 0.000
S 0.0728 2.4313 1.3451 -0.021
C 1.1599 1.5033 2.3057 0.000
S 2.1914 0.5148 1.3444 -0.021
C 1.1722 1.5197 3.6974 0.001
C 2.0689 0.7135 4.4503 0.000
N 2.7860 0.0743 5.0912 0.000
C 0.2581 2.3162 4.4394 0.000
N -0.4817 2.9428 5.0671 0.000
O 0.1064 0.4494 -6.3297 0.002
C 0.2951 0.6388 -5.1480 0.001
C -0.4677 1.6175 -4.2720 0.000
O -1.3524 2.3649 -4.6472 0.000
C 0.0883 1.4402 -2.9262 -0.001
C 1.1251 0.4805 -2.9478 0.000
O 1.7491 0.1851 -1.8621 0.002
C 1.3109 -0.0659 -4.2787 0.001
O 2.1026 -0.9278 -4.6493 0.001
O -0.2366 2.0115 -1.8358 0.001
C -3.7395 -0.4736 1.7676 0.000
C -2.3523 -1.0314 1.4616 0.001
C -2.4614 -2.4945 1.0415 0.001
C -1.4717 -0.8942 2.7102 0.000
N -1.8607 -0.2429 0.3203 0.002
N -0.5266 -0.5373 -0.0885 0.037
H -4.2014 -1.0245 2.5895 0.000
H -4.3777 -0.5438 0.8856 0.000
H -3.6691 0.5760 2.0621 0.000
H -2.8816 -3.0929 1.8530 0.000
H -1.4812 -2.9081 0.7967 0.001
H -3.1024 -2.5872 0.1627 0.000
H -1.9100 -1.4477 3.5445 0.000
H -1.3820 0.1538 3.0002 0.000
H -0.4627 -1.2858 2.5603 0.000
H -1.8380 0.7355 0.5984 0.001
H -0.5502 -1.1328 -0.9070 0.001
H 0.0178 -0.9908 0.6406 0.000
```

Computed properties:
* charge: -2
* largest force on an atom: 0.09 eV Å⁻¹
* HOMO (spin up / spin down): -2.2 / -2.2 eV
* energy: -4236.77386 Ha
* energy relative to the best compared isomer or geometry (same formula, charge and spin): 0.000 eV
* 2S+1: 2

---

> Look up the largest force on an atom of the fourth one.

0.57 eV Å⁻¹

---

> Which value of energy does entry 5 give?

-2119.26863 Ha

---

What did the third record say?
Here is C14H14Cl2CoN4O5S2 as an isolated structure from the OMol25 dataset. Energies are from the ωB97M-V functional and the def2-TZVPD basis.

Structure (XYZ):
```
42
Properties=species:S:1:pos:R:3:lowdin_spin:R:1
Co 0.8567 1.1892 -0.4088 0.990
Cl 5.9654 -1.5604 -2.5827 0.000
C 4.5396 -0.4765 -2.6388 0.000
Cl 4.9710 1.1148 -3.2895 0.000
H 4.1756 -0.3396 -1.6301 0.000
H 3.7936 -0.9156 -3.2931 0.000
S 0.0728 2.4313 1.3451 -0.021
C 1.1599 1.5033 2.3057 0.000
S 2.1914 0.5148 1.3444 -0.021
C 1.1722 1.5197 3.6974 0.001
C 2.0689 0.7135 4.4503 0.000
N 2.7860 0.0743 5.0912 0.000
C 0.2581 2.3162 4.4394 0.000
N -0.4817 2.9428 5.0671 0.000
O 0.1064 0.4494 -6.3297 0.002
C 0.2951 0.6388 -5.1480 0.001
C -0.4677 1.6175 -4.2720 0.000
O -1.3524 2.3649 -4.6472 0.000
C 0.0883 1.4402 -2.9262 -0.001
C 1.1251 0.4805 -2.9478 0.000
O 1.7491 0.1851 -1.8621 0.002
C 1.3109 -0.0659 -4.2787 0.001
O 2.1026 -0.9278 -4.6493 0.001
O -0.2366 2.0115 -1.8358 0.001
C -3.7395 -0.4736 1.7676 0.000
C -2.3523 -1.0314 1.4616 0.001
C -2.4614 -2.4945 1.0415 0.001
C -1.4717 -0.8942 2.7102 0.000
N -1.8607 -0.2429 0.3203 0.002
N -0.5266 -0.5373 -0.0885 0.037
H -4.2014 -1.0245 2.5895 0.000
H -4.3777 -0.5438 0.8856 0.000
H -3.6691 0.5760 2.0621 0.000
H -2.8816 -3.0929 1.8530 0.000
H -1.4812 -2.9081 0.7967 0.001
H -3.1024 -2.5872 0.1627 0.000
H -1.9100 -1.4477 3.5445 0.000
H -1.3820 0.1538 3.0002 0.000
H -0.4627 -1.2858 2.5603 0.000
H -1.8380 0.7355 0.5984 0.001
H -0.5502 -1.1328 -0.9070 0.001
H 0.0178 -0.9908 0.6406 0.000
```

Computed properties:
* charge: -2
* largest force on an atom: 0.09 eV Å⁻¹
* HOMO (spin up / spin down): -2.2 / -2.2 eV
* energy: -4236.77386 Ha
* energy relative to the best compared isomer or geometry (same formula, charge and spin): 0.000 eV
* 2S+1: 2